Entry from the Open Molecules 2025 dataset: CH7N4P2 as an isolated structure in a non-equilibrium geometry (ωB97M-V/def2-TZVPD).

## Properties
- Largest force on an atom: 3.3 eV Å⁻¹
- Relative energy (zero: lowest compared OMol25 entry of this formula, charge and spin): 2.0586 eV
- Net charge: +1
- Orbital gap: 8.34 eV
- Multiplicity: 1

CARTESIAN COORDINATES (ANGSTROEM)
H: -2.370 0.737 1.332
H: -1.142 2.315 0.105
N: -1.741 0.025 0.826
H: -1.642 -0.947 1.275
H: -0.006 -1.336 0.085
P: 3.208 -2.819 -2.140
H: 2.626 -3.488 -0.846
N: 2.399 -1.505 -2.224
N: -0.392 1.749 -0.029
H: 0.134 2.077 -0.762
H: 1.960 0.733 -1.205
P: 1.357 -0.294 -2.082
N: 0.395 -0.418 0.078
C: -0.574 0.475 0.313